Entry A
Here is a 2-piece molecular cluster, C7H10N2S overall from the Open Molecules 2025 dataset. Energies are from the ωB97M-V functional and the def2-TZVPD basis.

Summary:
HOMO energy (spin up / spin down)	-8.77 / -8.95	eV
M	154.24	g/mol
Kohn-Sham gap (spin up / spin down)	0.25788 / 0.29056	Ha

```
! wB97M-V def2-TZVPD RIJCOSX def2/J DEFGRID3
* xyz 0 1
C -0.737 -1.950 -1.639
C -1.858 -1.105 -1.696
C 0.509 -1.375 -1.209
C -1.635 0.153 -1.305
C 0.545 -0.072 -0.890
C -0.549 0.677 -0.934
C 0.381 -0.967 2.636
N 0.002 3.321 -1.441
N 1.072 2.413 0.672
S -0.293 2.539 -0.136
H -0.762 -3.049 -1.644
H -2.822 -1.420 -1.830
H 1.376 -1.946 -0.927
H 1.249 -1.232 3.247
H 1.465 0.394 -0.380
H -0.450 -0.466 3.138
H 0.632 -0.215 1.914
H 0.131 -1.899 2.125
H 0.795 4.078 -1.348
H 0.950 2.119 1.646
*
```

Entry B
Here is an isolated molecule of C7H10N2S from the Open Molecules 2025 dataset. Energies are from the ωB97M-V functional and the def2-TZVPD basis.

Summary:
HOMO energy (spin up / spin down)	-7.69 / -7.69	eV
M	154.24	g/mol
Kohn-Sham gap (spin up / spin down)	0.26486 / 0.26483	Ha

```
! wB97M-V def2-TZVPD RIJCOSX def2/J DEFGRID3
* xyz 0 1
C 2.484 -0.724 1.031
C 1.750 -1.925 1.273
C -0.145 0.185 -0.893
C 1.923 0.366 0.413
C -1.107 -0.176 0.239
C -0.659 0.425 -2.226
C -2.088 1.098 0.372
N 1.064 0.476 -0.622
N -0.386 -0.459 1.434
S 0.085 -1.935 1.685
H 3.310 -0.573 1.681
H 2.286 -2.804 1.495
H 2.450 1.427 0.559
H -1.643 -1.089 -0.108
H -0.262 -0.419 -2.867
H -0.326 1.387 -2.697
H -1.835 0.518 -2.120
H -3.192 0.851 0.100
H -1.569 1.993 -0.182
H -2.142 1.378 1.432
*
```

entry B (252.1 kJ/mol below the next structure)

Entry A
Here is an isolated molecule of C5H8FN from the Open Molecules 2025 dataset. Energies are from the ωB97M-V functional and the def2-TZVPD basis.

Summary:
HOMO energy	-9.74	eV
M	101.12	g/mol
SMILES string	C=NC(=C)[C@@H](C)F
Kohn-Sham gap	0.38667	Ha

```
! wB97M-V def2-TZVPD RIJCOSX def2/J DEFGRID3
* xyz 0 1
C 0.835 1.919 1.017
N 0.231 0.816 0.991
C 0.288 0.012 -0.655
C 0.617 0.709 -1.727
C 0.047 -1.389 -0.350
C -1.139 -1.494 0.613
F -0.287 -2.067 -1.458
H 0.995 2.257 2.140
H 1.562 2.282 0.189
H 0.940 1.763 -1.685
H 0.675 0.225 -2.741
H 1.029 -1.967 -0.007
H -1.457 -2.508 0.586
H -1.958 -0.798 0.307
H -0.758 -1.116 1.473
*
```

Entry B
Here is an isolated molecule of C5H8FN from the Open Molecules 2025 dataset. Energies are from the ωB97M-V functional and the def2-TZVPD basis.

Summary:
HOMO energy (spin up / spin down)	-7.13 / -7.33	eV
M	101.12	g/mol
Kohn-Sham gap (spin up / spin down)	0.28097 / 0.29929	Ha

```
! wB97M-V def2-TZVPD RIJCOSX def2/J DEFGRID3
* xyz 0 1
C 1.456 1.688 -0.745
C -0.067 -0.211 1.100
C 1.584 -0.178 0.717
C -0.968 0.516 0.268
C -1.666 0.020 -0.947
N 2.025 0.817 -0.108
F -1.406 1.722 0.738
H 1.904 2.395 -1.414
H -0.262 -1.279 1.068
H -0.090 0.160 2.123
H 2.096 -0.118 1.677
H 1.817 -1.137 0.251
H -1.907 -1.037 -0.840
H -1.069 0.131 -1.853
H -2.589 0.582 -1.076
*
```

entry A (56.4 kJ/mol below the next structure)

Entry A
Here is C2H6ORb as an isolated structure from the Open Molecules 2025 dataset. Energies are from the ωB97M-V functional and the def2-TZVPD basis.

Summary:
HOMO energy	-13.59	eV
M	131.54	g/mol
Kohn-Sham gap	0.34043	Ha

```
! wB97M-V def2-TZVPD RIJCOSX def2/J DEFGRID3
* xyz 1 1
Rb 0.199 -3.227 -2.543
C -0.753 0.509 1.033
C 0.433 0.408 0.078
O 0.199 -0.271 -1.109
H -0.484 1.175 1.853
H -1.141 -0.427 1.433
H -1.586 0.873 0.431
H 1.372 0.150 0.569
H 0.762 1.405 -0.214
H 0.999 -0.596 -1.529
*
```

Entry B
Here is C2H6ORb as an isolated structure from the Open Molecules 2025 dataset. Energies are from the ωB97M-V functional and the def2-TZVPD basis.

Summary:
HOMO energy	-15.04	eV
M	131.54	g/mol
Kohn-Sham gap	0.41150	Ha

```
! wB97M-V def2-TZVPD RIJCOSX def2/J DEFGRID3
* xyz 1 1
Rb -1.538 1.597 0.903
C -0.068 -1.086 0.408
C 0.505 0.126 -0.344
O -0.537 0.996 -0.759
H -0.424 -0.685 1.357
H 0.725 -1.716 0.810
H -0.761 -1.644 -0.221
H 0.961 -0.071 -1.314
H 1.252 0.679 0.226
H -0.115 1.802 -1.065
*
```

entry A (185.9 kJ/mol below the next structure)

Entry A
Here is an isolated molecule of C6H6N2O3 from the Open Molecules 2025 dataset. Energies are from the ωB97M-V functional and the def2-TZVPD basis.

Summary:
HOMO energy	-9.27	eV
M	154.12	g/mol
SMILES string	C[C@@]1(O)c2[nH]c(=O)[nH]c(=O)c21
Kohn-Sham gap	0.34494	Ha

```
! wB97M-V def2-TZVPD RIJCOSX def2/J DEFGRID3
* xyz 0 1
C -1.361 -0.764 0.365
C -0.372 -0.056 -0.519
O -0.978 0.396 -1.639
C 0.866 0.580 0.029
N 1.804 1.275 0.659
C 3.111 0.757 0.744
O 4.075 1.321 1.167
N 3.142 -0.606 0.317
C 2.377 -1.357 -0.565
O 2.723 -2.414 -0.970
C 1.108 -0.643 -0.560
H -1.516 -0.057 1.133
H -0.748 -1.567 0.825
H -2.316 -1.116 -0.039
H -0.746 1.367 -1.874
H 1.665 2.220 0.878
H 4.021 -1.119 0.497
*
```

Entry B
Here is an isolated molecule of C6H6N2O3 from the Open Molecules 2025 dataset. Energies are from the ωB97M-V functional and the def2-TZVPD basis.

Summary:
HOMO energy (spin up / spin down)	-9.29 / -9.29	eV
M	154.12	g/mol
SMILES string	CC(/C=C\N=C=O)=C/[N+](=O)[O-]
Kohn-Sham gap (spin up / spin down)	0.31769 / 0.31767	Ha

```
! wB97M-V def2-TZVPD RIJCOSX def2/J DEFGRID3
* xyz 0 1
C -1.970 0.606 0.847
C -0.689 0.445 0.064
C -0.738 -0.293 -1.217
C 0.143 -1.338 -1.385
N 0.940 -1.934 -0.497
C 1.742 -1.644 0.311
O 2.443 -1.559 1.177
C 0.412 0.849 0.665
N 1.638 1.142 0.045
O 2.363 2.034 0.545
O 2.009 0.381 -0.866
H -2.720 -0.118 0.483
H -2.334 1.629 0.615
H -1.903 0.439 1.875
H -1.520 -0.091 -1.889
H -0.038 -1.910 -2.379
H 0.221 1.363 1.605
*
```

entry A (225.6 kJ/mol below the next structure)